(1)
One molecule with the formula C3H12O2Si2. Source: the OMol25 dataset; level of theory: the ωB97M-V functional and the def2-TZVPD basis.

For the HOMO-LUMO gap, the calculation gives 10.6913 eV. The SMILES is C[SiH2]O[Si](C)(C)O. The energy above the lowest of the compared OMol25 structures with the same formula, charge and spin comes out at 0.000 eV. The total energy comes out at -23159.0892 eV. For the LUMO energy, the calculation gives 0.50 eV.

Structure (ORCA input):
```
! RIJCOSX wB97M-V def2-TZVPD def2/J DEFGRID3
* xyz 0 1
C -2.96956 1.09986 0.36657
C 1.37502 -1.83321 1.26246
C 1.91649 -0.66787 -1.57928
O 2.18088 1.10277 0.57855
O -0.34865 0.13497 0.05071
Si -1.27580 1.30526 -0.43879
Si 1.39452 -0.28405 0.20252
H -3.75697 0.54492 -0.31900
H -2.99466 0.59477 1.42669
H -3.48695 2.03986 0.45968
H 1.43458 -1.75383 2.30541
H 0.47580 -2.38601 1.18304
H 2.11634 -2.52298 0.97206
H 1.22073 -1.52133 -1.93421
H 1.76497 0.22989 -2.21515
H 2.90593 -0.92500 -1.68468
H 2.29314 1.09784 1.51488
H -0.63131 2.49520 -0.15927
H -1.60745 1.40814 -1.79689
*
```

---

(2)
A 4-piece molecular cluster, C4H16NO4S2 overall. Source: the OMol25 dataset; level of theory: the ωB97M-V functional and the def2-TZVPD basis.

For the HOMO-LUMO gap, the calculation gives 8.4586 eV. The total energy comes out at -35751.1595 eV. For the LUMO energy, the calculation gives -3.29 eV.

Structure (ORCA input):
```
! RIJCOSX wB97M-V def2-TZVPD def2/J DEFGRID3
* xyz 1 1
N -0.01269 0.79218 0.17764
C 0.98700 -0.14954 0.84357
C 0.91088 0.04084 2.34157
O -0.13354 0.42186 2.79656
C 0.77946 -1.64815 0.43728
S 0.34989 -1.72469 -1.31452
S -1.74271 -2.10291 -1.62337
C -2.64403 -1.62290 -0.11228
H 0.43290 1.27007 -0.60624
H -0.32701 1.34448 0.97728
H -0.77368 0.19665 -0.13946
H 1.93180 0.04212 0.32770
H 1.85400 -0.11609 2.88505
H 1.72017 -2.15973 0.65501
H 0.07710 -2.25246 1.01664
H -3.68457 -1.54645 -0.44307
H -2.46887 -2.38079 0.63346
H -2.43366 -0.64822 0.32211
H 2.65679 2.34506 2.29488
H 2.65556 3.58337 1.38639
O 2.08518 2.92580 1.81500
H 2.35836 2.80281 -1.92275
H 2.41183 1.44223 -2.57974
O 2.18628 1.86072 -1.75302
H -2.39596 2.77697 -0.79572
H -1.97498 3.82818 0.09255
O -1.60766 3.01359 -0.29119
*
```